Formula: C24H47BrN5O17
Source: the OMol25 dataset
Level of theory: ωB97M-V/def2-TZVPD

Last column: Löwdin charge in e.
Atoms and positions in Å:
Br (-4.9345, -3.5334, 2.7743)  0.7725
O (1.4780, -2.6116, 2.3213)  -0.1476
O (5.7861, -0.6480, 0.4654)  0.0274
O (-4.5618, -0.4763, -3.8874)  0.0245
O (4.7989, -7.3357, 3.5904)  0.0116
O (-5.7601, -2.1418, -2.9523)  0.0993
O (0.6010, 8.0764, -5.1506)  0.0036
O (3.7440, -5.8202, 4.7063)  0.0118
O (6.0252, 1.1163, -0.7653)  0.0248
O (2.2318, 6.5378, -5.4159)  0.1251
O (-0.4122, 5.1118, 0.4496)  0.0016
O (1.5854, 7.3023, -3.3928)  0.0025
O (0.4625, 3.1847, 0.0099)  -0.0056
O (-7.1756, -2.0506, 2.2388)  0.0724
O (1.7880, 5.0077, -0.0412)  0.1190
O (-6.0344, -1.4929, -5.0982)  0.0264
O (4.8303, -5.2122, 2.8230)  0.1160
O (3.9797, 0.6258, 0.0649)  0.0870
N (-3.0953, -0.2874, 1.4068)  0.0466
N (-4.6418, 0.0931, 3.2282)  0.0656
N (-1.7507, -0.0329, 1.5672)  0.1794
N (-1.8970, -1.8056, 0.3030)  0.2365
N (-4.2061, -2.0592, 0.2181)  0.0710
C (0.4507, 8.1165, -6.5732)  -0.0356
C (-3.9120, -0.3835, -2.6292)  -0.0576
C (0.4139, -0.9740, 0.8455)  -0.0594
C (5.6159, -7.7239, 2.4801)  -0.0305
C (-6.1054, -2.3185, 1.8333)  -0.8163
C (-1.0642, -0.9656, 0.8935)  -0.2657
C (-0.2863, 6.5369, 0.5684)  -0.0197
C (-5.4867, -1.4436, -3.9012)  -0.6152
C (5.4766, 2.2743, -1.4054)  -0.0232
C (1.6120, 2.4005, -0.3513)  -0.0359
C (2.5714, 6.4545, -2.7933)  -0.0380
C (-7.0526, -2.4923, -5.2612)  -0.0164
C (1.5418, 7.2376, -4.7227)  -0.6283
C (-4.0803, 0.6253, 2.0126)  -0.1748
C (1.0597, -2.3579, 1.0082)  -0.1926
C (5.1616, 0.3968, -0.0691)  -0.6125
C (0.4386, -2.9105, 3.2345)  -0.2563
C (-0.2177, -4.2722, 2.9776)  -0.0489
C (4.9157, -1.4216, 1.2967)  -0.0248
C (0.7160, 4.4883, 0.1266)  -0.6220
C (-3.1301, -1.3994, 0.6380)  -0.3312
C (3.3612, -4.4543, 4.8626)  -0.0350
C (-5.5819, -1.7836, 0.5080)  -0.1636
C (4.4943, -6.0447, 3.6259)  -0.6239
H (5.0608, 2.9611, -0.6705)  0.0979
H (0.7908, -0.3186, 1.6288)  0.1388
H (-6.1945, -2.2644, -0.2529)  0.1426
H (1.9941, 2.7110, -1.3210)  0.1015
H (-3.3945, -1.3157, -2.4050)  0.0881
H (0.0238, 6.9724, -0.3792)  0.0966
H (-4.8279, 0.8929, 1.2747)  0.1241
H (4.2391, -3.8208, 4.9750)  0.1029
H (-6.6410, -3.4846, -5.0937)  0.0999
H (2.7601, -4.4037, 5.7667)  0.0985
H (5.1068, -7.5196, 1.5407)  0.0966
H (0.4275, 6.7932, 1.3479)  0.1010
H (2.4917, 6.6013, -1.7243)  0.0726
H (0.3763, -4.8031, 2.2371)  0.0844
H (-4.5103, 0.7364, 3.9969)  0.0898
H (-4.0119, -2.8375, -0.3908)  0.1614
H (2.7813, -4.1270, 4.0036)  0.0687
H (0.1676, 7.1384, -6.9563)  0.0966
H (4.7112, 1.9854, -2.1235)  0.0963
H (2.3887, 2.4838, 0.3986)  0.0876
H (1.2749, 1.3706, -0.4064)  0.0593
H (-3.1929, 0.4292, -2.6839)  0.1011
H (-5.6428, -0.0405, 3.1527)  0.0723
H (6.5690, -7.2006, 2.5057)  0.0988
H (4.5612, -0.8208, 2.1318)  0.1018
H (-4.6471, -0.1726, -1.8512)  0.0814
H (3.5689, 6.7271, -3.1334)  0.1013
H (-0.3399, 8.8340, -6.7684)  0.0937
H (-3.5260, 1.5362, 2.2201)  0.1327
H (5.4767, -2.2724, 1.6693)  0.0996
H (-0.3154, -2.1179, 3.2772)  0.1066
H (-5.8158, -0.7256, 0.4408)  0.1201
H (-1.2111, -4.1647, 2.5476)  0.0564
H (1.9618, -2.3521, 0.4042)  0.1166
H (0.7330, -0.5572, -0.1077)  0.1202
H (5.7769, -8.7913, 2.5897)  0.0955
H (4.0673, -1.7651, 0.7096)  0.0752
H (2.3723, 5.4114, -3.0322)  0.0934
H (0.9111, -2.9329, 4.2110)  0.1055
H (0.4234, -3.1507, 0.6119)  0.1227
H (6.3046, 2.7463, -1.9233)  0.0983
H (-1.2732, 6.9008, 0.8349)  0.0952
H (-1.3679, 0.7263, 2.1068)  0.1871
H (1.3735, 8.4442, -7.0465)  0.0988
H (-7.8777, -2.3090, -4.5770)  0.0994
H (-7.3937, -2.4004, -6.2864)  0.0991
H (-0.2644, -4.8663, 3.8816)  0.0781

Cartesian forces, eV/Å:
Br 0.0 -0.1 0.0
O 0.0 0.2 0.1
O -0.1 0.2 0.0
O -0.1 -0.1 0.0
O 0.0 0.0 0.0
O -0.1 -0.1 0.1
O 0.0 0.0 0.0
O 0.0 0.0 0.0
O 0.0 0.0 0.0
O 0.0 0.0 0.0
O -0.1 -0.1 0.0
O 0.0 0.0 0.1
O -0.1 -0.2 0.0
O -0.4 0.2 0.2
O 0.0 -0.1 0.1
O 0.0 0.0 0.0
O 0.0 0.1 -0.1
O 0.0 0.2 -0.2
N 0.4 0.1 -0.2
N -0.2 0.4 -0.2
N 0.4 -0.5 -0.3
N 0.3 -0.1 0.1
N -0.2 0.1 -0.2
C -0.1 0.1 -0.1
C 0.2 0.2 0.2
C -0.1 -0.2 0.1
C 0.1 -0.1 -0.1
C 0.2 -0.2 0.0
C -0.5 0.3 0.2
C -0.1 0.2 0.0
C 0.0 0.1 -0.1
C 0.0 0.1 -0.1
C 0.0 0.0 0.0
C 0.1 0.0 0.0
C -0.1 -0.1 -0.1
C 0.0 0.0 0.0
C -0.2 0.0 0.6
C 0.3 0.0 -0.2
C 0.0 -0.2 0.0
C -0.1 -0.5 0.3
C 0.0 0.4 -0.5
C 0.0 -0.3 0.2
C 0.1 0.2 -0.1
C -0.1 0.1 0.1
C -0.1 0.1 0.1
C 0.1 -0.2 -0.1
C 0.0 -0.1 0.0
H 0.0 0.0 0.0
H 0.2 0.1 0.0
H 0.0 0.0 -0.2
H 0.0 0.0 0.0
H 0.0 0.0 0.1
H 0.0 0.0 0.0
H 0.0 -0.1 -0.2
H 0.0 0.0 -0.1
H 0.0 0.0 0.1
H 0.0 -0.1 0.0
H 0.0 0.1 0.0
H 0.0 0.0 0.0
H -0.1 0.0 0.1
H 0.1 -0.2 0.1
H 0.2 -0.1 0.1
H 0.1 0.0 0.0
H 0.1 0.1 -0.1
H 0.1 0.0 0.0
H 0.0 0.0 0.0
H 0.1 0.0 0.0
H 0.0 0.1 0.0
H -0.1 0.0 -0.2
H 0.0 -0.2 0.0
H 0.0 0.1 0.0
H 0.0 0.0 0.0
H 0.1 0.0 0.0
H 0.0 0.0 -0.1
H 0.0 0.0 0.1
H 0.1 0.1 -0.1
H 0.1 0.0 -0.1
H 0.0 0.2 -0.1
H -0.1 0.1 0.1
H -0.2 -0.1 0.1
H 0.1 -0.1 0.0
H -0.1 0.0 -0.1
H 0.0 0.0 0.1
H 0.0 -0.1 0.1
H 0.0 0.0 -0.1
H 0.1 0.2 0.1
H -0.2 0.0 0.0
H 0.0 0.0 0.0
H 0.0 -0.1 0.0
H -0.3 0.2 0.1
H 0.0 0.0 0.0
H 0.0 0.0 0.0
H 0.0 0.0 0.0
H -0.1 -0.1 0.1

Summary:
Frontier orbital gap ... 9.61 eV
Net charge ... +1
Highest occupied orbital energy ... -12.22 eV
E_LUMO ... -2.61 eV
Multiplicity ... 1

Formula: C24H47CdClF6N5O18PS2
Source: the OMol25 dataset
Level of theory: ωB97M-V/def2-TZVPD

Last column: Löwdin charge in e.
Atoms and positions in Å:
Cd (3.0572, -3.1549, 0.9397)  1.4741
Cl (0.7713, -0.3767, 0.2343)  0.6601
S (2.0590, -5.9601, 2.5225)  0.5554
S (0.3729, -4.9727, 0.8195)  0.7194
P (-0.7132, 3.5523, -4.6858)  0.6204
F (4.0218, -4.7339, 3.9375)  0.1524
F (2.9312, -6.3612, 5.0291)  0.1171
F (-2.0532, -5.0831, 1.9786)  0.1333
F (2.0843, -4.3027, 4.7498)  0.0777
F (-1.3951, -3.0136, 1.9053)  0.1525
F (-0.5686, -4.3891, 3.4124)  0.1188
O (1.4056, -1.6337, 0.4881)  -0.4885
O (-4.0492, 0.8808, 3.7128)  0.0059
O (-6.0650, 1.4893, 2.8769)  0.1018
O (0.9032, -0.2343, -1.2097)  -0.3519
O (4.1961, -0.6685, 4.2158)  0.0803
O (-0.6755, -0.4941, 0.4765)  -0.3299
O (-5.6274, 1.4471, 5.1031)  0.0238
O (-0.1269, 3.7903, -6.0528)  -0.3082
O (0.1309, -6.3808, 0.5464)  -0.2620
O (2.1797, -1.2020, 4.6068)  0.0866
O (3.1979, -2.0959, 2.8273)  -0.0332
O (3.0778, -6.8526, 1.9756)  -0.2856
O (4.2805, -1.5511, 0.1733)  -0.0192
O (0.3453, -4.1040, -0.3329)  -0.3266
O (0.8944, -6.5492, 3.1128)  -0.2672
O (5.2121, -1.4008, -1.8359)  0.0703
O (1.4606, 0.6085, 0.9998)  -0.3155
O (5.2708, 0.3082, -0.5530)  0.0584
N (-1.3103, 5.0547, -4.0446)  -0.3228
N (-1.8621, 2.2968, -4.4902)  -0.2952
N (0.4212, 3.1206, -3.4921)  -0.3018
N (-0.9578, -2.5782, -2.8139)  0.0132
N (1.9398, -4.6348, 1.6695)  -0.4451
C (1.3700, 2.1383, -3.9366)  -0.1426
C (2.8766, -5.2924, 4.1719)  -0.5825
C (4.2044, 2.3887, -0.1936)  -0.0442
C (0.8127, -1.7021, 4.3283)  -0.1607
C (0.2160, 3.2332, -2.0084)  -0.0825
C (-6.8629, 1.9695, 5.5743)  -0.2188
C (3.2126, -1.3771, 3.8149)  -0.6049
C (4.8036, -0.9121, -0.7463)  -0.5866
C (-1.6136, -3.7423, -3.2266)  -0.1411
C (-2.6893, 2.0875, -3.3456)  -0.1433
C (-1.0345, -1.5978, -3.7637)  -0.0963
C (-5.3106, 1.2726, 3.8173)  -0.5754
C (-2.7547, 5.2414, -3.9605)  -0.1211
C (-0.1563, -0.5658, 4.0235)  -0.0456
C (-7.3045, 1.2530, 6.8648)  -0.0537
C (-0.5534, 6.3160, -4.0573)  -0.1080
C (-1.7845, -2.2376, -4.8014)  -0.1239
C (-2.2373, 1.4096, -5.6258)  -0.0896
C (5.4252, -0.5701, 3.5125)  -0.0157
C (-2.1221, -3.5439, -4.4484)  -0.1385
C (4.7256, 1.1618, 0.4690)  -0.2330
C (-3.4985, 0.3571, 2.4955)  -0.0248
C (5.4889, -0.5923, -2.9820)  0.0218
C (-0.9934, -4.2624, 2.1430)  -0.5530
H (-2.5172, 1.0992, -2.9194)  0.0846
H (3.6811, 2.0647, -1.0932)  0.0750
H (-1.4206, 1.2742, -6.3349)  0.0752
H (-2.4199, 0.4799, 2.3965)  0.0707
H (3.7068, 3.0023, 0.5574)  0.1057
H (-1.7533, -4.5975, -2.5820)  0.1060
H (0.8909, 1.1948, -4.1981)  0.0693
H (5.7238, -1.2901, -3.7857)  0.1093
H (-6.4012, 1.2518, 7.4747)  0.0733
H (6.1224, -1.4073, 3.5466)  0.1075
H (-4.0133, 0.7060, 1.6004)  0.0965
H (2.1071, 1.9629, -3.1530)  0.0574
H (1.2031, 3.2643, -1.5472)  0.0643
H (-1.1482, -0.9784, 3.8390)  0.0696
H (-2.3124, 2.7307, -2.5504)  0.0652
H (-0.4231, 0.0365, 4.8919)  0.0877
H (0.8085, -2.4480, 3.5335)  0.0786
H (3.9668, 0.7183, 1.1137)  0.1026
H (0.1617, 0.0073, 3.1526)  0.0615
H (-6.9032, 3.0577, 5.6218)  0.1251
H (-7.5717, 1.6852, 4.7966)  0.1125
H (-0.7135, -0.6082, -3.4740)  0.0833
H (0.5158, 6.1048, -4.0752)  0.0800
H (-7.5074, 0.2274, 6.5565)  0.0780
H (-2.1330, -1.7871, -5.7191)  0.0736
H (-0.2557, 4.2051, -1.8631)  0.0693
H (-0.6147, -2.4613, -1.8712)  0.1035
H (-2.9937, 1.8947, -6.2428)  0.0774
H (-2.9638, 5.9481, -3.1574)  0.0786
H (-0.7375, 6.7861, -5.0234)  0.0738
H (5.3965, -0.4258, 2.4324)  0.0592
H (6.3232, 0.0924, -2.8293)  0.1049
H (-2.6829, -4.2784, -5.0074)  0.0988
H (-3.7249, 2.3754, -3.5270)  0.0820
H (4.5902, -0.0179, -3.2070)  0.1077
H (5.8890, 0.3649, 3.8266)  0.1079
H (0.3654, -2.2762, 5.1397)  0.1251
H (-0.3036, 2.4114, -1.5158)  0.0628
H (5.5267, 1.5414, 1.1033)  0.1258
H (-2.9850, 5.7359, -4.9041)  0.0816
H (-3.6669, -0.7198, 2.4837)  0.0938
H (1.9611, 2.5086, -4.7742)  0.0760
H (-2.5489, 0.4177, -5.2983)  0.0570
H (-8.1281, 1.7341, 7.3923)  0.0787
H (-0.8891, 7.0555, -3.3303)  0.0779
H (5.1595, 2.7296, -0.5931)  0.0878
H (-3.3961, 4.3740, -3.8041)  0.0531

Cartesian forces, eV/Å:
Cd 0.5 1.8 -1.1
Cl -2.5 -0.6 -3.3
S 4.4 -3.1 3.9
S -0.6 0.4 -1.3
P 0.4 1.5 1.0
F 1.5 0.0 0.2
F 0.4 1.8 -1.1
F 0.9 0.6 0.0
F 0.8 -1.5 -0.5
F 1.0 -1.0 0.0
F -0.2 0.6 -1.2
O 0.5 -2.1 1.5
O 0.9 0.0 0.8
O 0.9 -0.5 1.2
O 0.5 1.2 0.7
O 1.6 1.0 0.7
O 2.0 0.6 0.9
O 1.7 -0.2 1.0
O -0.8 -1.3 1.7
O 0.5 2.1 1.0
O -0.8 -0.1 0.6
O 0.6 0.1 0.3
O -1.2 1.4 0.3
O 0.0 0.0 -0.8
O 0.2 -0.1 1.1
O -0.4 0.7 -0.9
O -0.2 -2.0 -1.5
O -0.4 0.8 0.2
O -0.7 0.2 0.1
N -0.3 -2.4 1.1
N 0.6 0.1 -2.3
N -0.2 0.9 0.4
N -0.5 -1.3 0.4
N -4.8 -2.0 -1.0
C 0.6 -0.2 0.1
C -2.9 -0.5 -0.1
C 1.1 -0.8 -1.1
C -0.6 -0.1 -0.7
C 0.5 0.5 -1.5
C -2.1 -0.6 -1.3
C -2.5 -1.1 -0.7
C 1.1 1.0 2.7
C 0.9 0.4 2.1
C 1.0 0.8 1.3
C -1.8 -2.3 -0.8
C -1.8 0.9 -1.8
C 0.5 1.1 -0.7
C 0.0 -0.2 0.1
C 1.7 0.2 -0.9
C -0.2 -1.0 -1.6
C 0.7 2.5 -0.3
C 0.5 1.2 -0.6
C 1.1 0.6 -1.3
C -0.2 0.0 -0.6
C -0.5 0.3 1.4
C -0.9 -0.8 -0.8
C 0.0 0.5 -0.6
C -0.7 -1.3 0.1
H -0.6 -0.4 -0.3
H -0.9 0.5 0.3
H 0.3 0.0 0.3
H -0.2 0.6 0.5
H 0.0 0.3 -0.6
H 0.4 0.2 0.1
H 0.1 -0.3 -0.1
H -0.1 0.1 0.2
H -0.2 -0.2 0.5
H -0.4 -0.3 1.1
H 0.0 0.5 0.2
H -0.1 -0.2 0.2
H 0.1 0.1 0.0
H 0.1 -0.5 -0.5
H -0.2 0.3 0.1
H 0.8 0.4 0.1
H 0.6 0.5 -0.3
H 0.1 -0.7 -0.4
H -0.1 0.2 0.2
H 0.7 0.0 0.2
H -0.3 0.3 -0.1
H 0.1 0.0 -0.6
H 0.0 0.1 0.6
H -0.3 0.0 0.5
H 0.3 0.2 0.0
H -0.2 -0.2 0.3
H 0.1 0.1 -0.2
H -0.5 -0.2 0.1
H -0.1 0.0 0.1
H 0.0 0.3 -0.3
H -1.2 -0.1 -0.1
H 0.0 -0.2 0.2
H 0.0 0.2 -0.1
H -0.2 -0.5 0.1
H 0.1 0.0 -0.2
H 0.0 -0.4 0.6
H 1.0 0.2 0.7
H -0.3 -0.1 -0.3
H 0.4 -0.8 0.1
H -1.0 0.1 -0.1
H 0.0 -0.2 0.2
H -0.3 0.0 -0.3
H -0.1 0.3 0.3
H 0.1 -0.1 -0.3
H 0.2 -0.5 0.5
H -0.3 1.4 -0.1
H 0.6 0.0 -0.2

Summary:
Frontier orbital gap ... 6.37 eV
Net charge ... 0
ΔE to the lowest compared entry with this formula, charge and spin ... 1.412 eV
Highest occupied orbital energy ... -7.67 eV
E_LUMO ... -1.30 eV
Multiplicity ... 1

> Which formula does entry 2 have?

C24H47CdClF6N5O18PS2

> Which of these has the highest frontier orbital gap?

C24H47BrN5O17

> Which of these has the highest E_LUMO?

C24H47CdClF6N5O18PS2